Entry 1:
{
  "formula": "C62H151Cl16N9O18",
  "method": "ωB97M-V/def2-TZVPD",
  "symbols": ["C", "O", "C", "C", "N", "C", "C", "O", "C", "H", "H", "H", "H", "H", "H", "H", "H", "H", "H", "H", "H", "H", "H", "H", "C", "O", "C", "C", "N", "C", "C", "O", "C", "H", "H", "H", "H", "H", "H", "H", "H", "H", "H", "H", "H", "H", "H", "H", "C", "O", "C", "C", "N", "C", "C", "O", "C", "H", "H", "H", "H", "H", "H", "H", "H", "H", "H", "H", "H", "H", "H", "H", "C", "O", "C", "C", "N", "C", "C", "O", "C", "H", "H", "H", "H", "H", "H", "H", "H", "H", "H", "H", "H", "H", "H", "H", "C", "O", "C", "C", "N", "C", "C", "O", "C", "H", "H", "H", "H", "H", "H", "H", "H", "H", "H", "H", "H", "H", "H", "H", "C", "O", "C", "C", "N", "C", "C", "O", "C", "H", "H", "H", "H", "H", "H", "H", "H", "H", "H", "H", "H", "H", "H", "H", "C", "O", "C", "C", "N", "C", "C", "O", "C", "H", "H", "H", "H", "H", "H", "H", "H", "H", "H", "H", "H", "H", "H", "H", "C", "O", "C", "C", "N", "C", "C", "O", "C", "H", "H", "H", "H", "H", "H", "H", "H", "H", "H", "H", "H", "H", "H", "H", "C", "O", "C", "C", "N", "C", "C", "O", "C", "H", "H", "H", "H", "H", "H", "H", "H", "H", "H", "H", "H", "H", "H", "H", "C", "Cl", "Cl", "H", "H", "C", "Cl", "Cl", "H", "H", "C", "Cl", "Cl", "H", "H", "C", "Cl", "Cl", "H", "H", "C", "Cl", "Cl", "H", "H", "C", "Cl", "Cl", "H", "H", "C", "Cl", "Cl", "H", "H", "C", "Cl", "Cl", "H", "H"],
  "positions_angstrom": [[3.938, -9.893, 1.755], [2.569, -9.930, 1.558], [2.062, -8.935, 0.744], [2.236, -7.524, 1.234], [1.584, -7.425, 2.545], [1.958, -6.184, 3.262], [1.214, -5.012, 2.672], [1.685, -3.800, 3.301], [0.921, -2.661, 3.089], [4.255, -8.962, 2.246], [4.456, -10.002, 0.802], [4.278, -10.706, 2.431], [0.969, -9.127, 0.699], [2.474, -9.150, -0.266], [1.724, -6.918, 0.475], [3.303, -7.193, 1.230], [1.737, -8.195, 3.176], [3.052, -6.045, 3.272], [1.608, -6.374, 4.283], [0.146, -5.077, 2.917], [1.337, -4.997, 1.566], [0.779, -2.463, 2.021], [1.364, -1.807, 3.558], [-0.110, -2.812, 3.424], [-1.839, -4.722, 1.208], [-1.988, -4.304, 2.550], [-2.887, -3.230, 2.632], [-2.965, -2.789, 4.065], [-3.629, -3.798, 4.902], [-3.653, -3.503, 6.326], [-4.707, -2.415, 6.661], [-5.992, -2.851, 6.384], [-6.612, -3.801, 7.247], [-1.012, -4.259, 0.683], [-2.726, -4.506, 0.594], [-1.673, -5.799, 1.207], [-3.803, -3.609, 2.182], [-2.547, -2.348, 2.056], [-3.417, -1.790, 4.038], [-1.940, -2.699, 4.532], [-4.544, -4.009, 4.571], [-2.643, -3.083, 6.638], [-3.854, -4.427, 6.908], [-4.605, -1.542, 6.035], [-4.723, -2.130, 7.735], [-7.657, -3.973, 6.879], [-6.637, -3.527, 8.285], [-6.104, -4.788, 7.271], [6.477, -4.044, 4.761], [5.524, -3.089, 5.158], [4.421, -3.079, 4.243], [4.695, -2.633, 2.858], [5.265, -1.296, 2.652], [4.547, -0.176, 3.321], [5.287, 1.148, 3.282], [5.552, 1.507, 1.944], [6.077, 2.819, 1.733], [7.116, -4.215, 5.616], [7.123, -3.622, 3.973], [5.931, -4.923, 4.367], [3.605, -2.470, 4.655], [3.957, -4.075, 4.219], [3.737, -2.829, 2.330], [5.412, -3.313, 2.391], [6.226, -1.243, 2.944], [4.360, -0.370, 4.405], [3.569, -0.046, 2.862], [6.190, 1.140, 3.857], [4.667, 1.905, 3.772], [7.069, 3.025, 2.152], [5.411, 3.614, 2.122], [5.947, 3.049, 0.689], [2.110, 0.980, -5.700], [1.288, -0.173, -5.828], [0.616, -0.154, -7.086], [-0.180, -1.425, -7.393], [-1.561, -1.565, -6.825], [-1.645, -1.486, -5.396], [-2.868, -2.257, -4.859], [-3.966, -1.459, -5.185], [-5.195, -2.104, -4.945], [1.543, 1.920, -5.755], [2.780, 1.006, -6.567], [2.743, 0.933, -4.832], [1.256, 0.016, -7.927], [-0.180, 0.625, -7.056], [0.393, -2.355, -7.138], [-0.248, -1.532, -8.483], [-2.225, -1.007, -7.343], [-1.646, -0.441, -4.989], [-0.726, -1.980, -5.049], [-2.791, -2.488, -3.755], [-2.939, -3.198, -5.446], [-5.960, -1.611, -5.550], [-5.436, -1.992, -3.861], [-5.233, -3.174, -5.222], [-2.093, 8.230, -6.185], [-2.268, 7.017, -6.870], [-3.206, 7.076, -7.966], [-3.557, 5.709, -8.469], [-4.353, 5.026, -7.389], [-5.077, 3.886, -7.957], [-5.567, 3.076, -6.773], [-4.591, 2.813, -5.774], [-3.622, 1.867, -6.152], [-3.067, 8.706, -5.950], [-1.498, 8.994, -6.702], [-1.577, 8.059, -5.229], [-2.832, 7.731, -8.778], [-4.156, 7.454, -7.615], [-2.629, 5.171, -8.779], [-4.187, 5.773, -9.392], [-3.724, 4.832, -6.635], [-4.434, 3.252, -8.664], [-5.998, 4.332, -8.407], [-6.088, 2.135, -7.035], [-6.303, 3.702, -6.242], [-4.075, 0.930, -6.484], [-3.032, 1.609, -5.257], [-2.896, 2.333, -6.856], [5.296, -3.641, -1.235], [5.862, -4.911, -1.171], [5.627, -5.631, 0.018], [6.212, -7.030, -0.208], [7.608, -6.872, -0.525], [8.291, -8.071, -0.828], [9.752, -7.768, -1.154], [9.709, -6.894, -2.330], [10.936, -6.369, -2.678], [4.247, -3.641, -1.540], [5.842, -2.970, -1.955], [5.336, -3.170, -0.254], [4.537, -5.655, 0.230], [6.098, -5.186, 0.874], [5.663, -7.644, -0.945], [6.091, -7.510, 0.768], [7.644, -6.255, -1.328], [7.871, -8.603, -1.724], [8.238, -8.781, -0.009], [10.274, -8.712, -1.469], [10.267, -7.287, -0.318], [11.624, -7.144, -3.038], [11.329, -5.755, -1.857], [10.784, -5.680, -3.530], [-4.344, 10.364, 6.177], [-3.986, 9.608, 5.039], [-3.012, 10.226, 4.225], [-2.698, 9.346, 3.099], [-1.956, 8.140, 3.567], [-1.500, 7.339, 2.441], [-1.005, 5.933, 2.938], [-2.051, 5.292, 3.695], [-1.677, 4.027, 4.301], [-4.807, 11.319, 5.855], [-3.480, 10.493, 6.862], [-5.009, 9.742, 6.690], [-2.051, 10.293, 4.866], [-3.301, 11.273, 3.994], [-2.099, 9.904, 2.397], [-3.588, 9.079, 2.570], [-2.608, 7.577, 4.121], [-0.663, 7.851, 2.003], [-2.340, 7.209, 1.706], [-0.063, 5.998, 3.524], [-0.738, 5.259, 2.092], [-0.894, 4.159, 5.070], [-1.338, 3.333, 3.520], [-2.575, 3.621, 4.787], [-7.106, 1.271, -2.687], [-6.842, 2.477, -1.958], [-7.265, 2.419, -0.622], [-6.599, 3.603, 0.104], [-5.190, 3.363, 0.299], [-4.388, 4.591, 0.549], [-2.910, 4.146, 0.533], [-2.639, 3.508, -0.705], [-1.319, 2.916, -0.777], [-6.640, 0.425, -2.165], [-6.644, 1.340, -3.677], [-8.123, 1.062, -2.920], [-7.064, 1.396, -0.144], [-8.356, 2.558, -0.562], [-7.097, 3.742, 1.086], [-6.918, 4.477, -0.498], [-4.801, 2.980, -0.547], [-4.714, 4.862, 1.568], [-4.638, 5.412, -0.158], [-2.764, 3.540, 1.450], [-2.327, 5.058, 0.614], [-1.174, 2.632, -1.812], [-1.135, 2.087, -0.110], [-0.567, 3.670, -0.475], [3.446, 5.324, 3.301], [3.073, 3.979, 3.114], [2.420, 3.791, 1.874], [2.024, 2.337, 1.821], [1.039, 2.091, 2.843], [0.464, 0.693, 2.789], [-0.056, 0.382, 4.164], [1.060, 0.221, 5.059], [0.673, 0.235, 6.458], [2.596, 5.985, 3.151], [4.322, 5.549, 2.677], [3.722, 5.481, 4.340], [3.105, 3.953, 1.060], [1.602, 4.487, 1.709], [2.959, 1.773, 1.764], [1.495, 2.205, 0.877], [1.504, 2.145, 3.745], [1.203, -0.078, 2.498], [-0.258, 0.740, 1.994], [-0.704, -0.509, 4.170], [-0.628, 1.236, 4.550], [-0.168, 0.885, 6.677], [1.500, 0.394, 7.121], [0.316, -0.790, 6.681], [3.252, -2.560, -4.725], [4.495, -3.758, -4.793], [1.779, -3.130, -3.901], [3.589, -1.650, -4.189], [2.862, -2.164, -5.676], [1.809, 4.868, -2.001], [2.427, 6.198, -1.034], [3.069, 3.655, -2.269], [0.975, 4.473, -1.423], [1.429, 5.209, -2.969], [-0.296, -5.510, -3.174], [-1.586, -6.526, -3.736], [-0.970, -4.227, -2.166], [0.353, -6.131, -2.578], [0.241, -4.999, -3.958], [4.170, -0.434, -0.022], [4.798, 0.033, -1.615], [2.592, -1.148, -0.081], [4.807, -1.165, 0.412], [4.143, 0.463, 0.608], [-2.464, 4.862, -4.102], [-1.281, 3.887, -4.971], [-1.857, 5.979, -2.883], [-3.067, 5.438, -4.761], [-3.099, 4.192, -3.554], [-0.424, -0.936, -2.014], [0.505, 0.531, -2.416], [-0.797, -1.063, -0.267], [-1.354, -0.848, -2.605], [0.181, -1.800, -2.254], [-4.039, 0.186, -1.126], [-4.795, -1.410, -0.949], [-3.608, 0.688, -2.759], [-4.769, 0.873, -0.719], [-3.156, 0.223, -0.527], [-4.281, 1.941, 2.957], [-5.424, 1.245, 4.107], [-3.074, 0.811, 2.341], [-4.811, 2.197, 2.047], [-3.822, 2.780, 3.450]],
  "lowdin_charge": [-0.128, -0.189, -0.254, -0.226, -0.040, -0.190, -0.178, -0.202, -0.116, 0.078, 0.086, 0.101, 0.137, 0.130, 0.113, 0.097, 0.104, 0.110, 0.128, 0.112, 0.125, 0.062, 0.060, 0.072, -0.135, -0.204, -0.242, -0.208, -0.052, -0.193, -0.236, -0.208, -0.104, 0.029, 0.082, 0.095, 0.125, 0.099, 0.088, 0.119, 0.100, 0.129, 0.110, 0.099, 0.125, 0.102, 0.070, 0.082, -0.116, -0.177, -0.241, -0.220, -0.032, -0.174, -0.217, -0.210, -0.075, 0.084, 0.084, 0.094, 0.118, 0.102, 0.113, 0.098, 0.111, 0.129, 0.092, 0.116, 0.119, 0.094, 0.065, 0.085, -0.114, -0.229, -0.220, -0.179, -0.055, -0.229, -0.245, -0.245, -0.110, 0.085, 0.087, 0.067, 0.108, 0.130, 0.123, 0.113, 0.103, 0.109, 0.091, 0.099, 0.128, 0.085, 0.067, 0.092, -0.129, -0.205, -0.229, -0.200, -0.046, -0.222, -0.231, -0.223, -0.162, 0.094, 0.084, 0.069, 0.129, 0.112, 0.126, 0.128, 0.057, 0.134, 0.131, 0.126, 0.127, 0.085, 0.022, 0.077, -0.136, -0.189, -0.212, -0.213, -0.064, -0.246, -0.180, -0.213, -0.152, 0.067, 0.091, 0.063, 0.114, 0.108, 0.125, 0.109, 0.109, 0.131, 0.117, 0.130, 0.119, 0.087, 0.089, 0.093, -0.107, -0.200, -0.265, -0.224, -0.050, -0.200, -0.199, -0.218, -0.091, 0.098, 0.097, 0.063, 0.147, 0.127, 0.118, 0.112, 0.108, 0.108, 0.118, 0.118, 0.095, 0.098, 0.058, 0.079, -0.098, -0.190, -0.243, -0.212, -0.083, -0.155, -0.217, -0.222, -0.102, 0.048, 0.081, 0.075, 0.140, 0.121, 0.126, 0.125, 0.077, 0.124, 0.126, 0.094, 0.095, 0.034, 0.052, 0.070, -0.103, -0.197, -0.239, -0.208, -0.015, -0.198, -0.239, -0.207, -0.070, 0.079, 0.088, 0.088, 0.090, 0.101, 0.094, 0.118, 0.102, 0.080, 0.044, 0.106, 0.102, 0.079, 0.077, 0.089, -1.024, 0.590, 0.589, 0.025, 0.023, -1.040, 0.523, 0.506, -0.017, 0.023, -1.045, 0.547, 0.577, 0.025, -0.052, -1.029, 0.528, 0.581, -0.026, -0.003, -0.999, 0.582, 0.570, -0.001, 0.013, -0.995, 0.554, 0.541, -0.021, -0.082, -1.007, 0.551, 0.662, -0.012, -0.063, -1.010, 0.541, 0.616, -0.017, -0.011],
  "e_lumo_ev": 0.519
}


Entry 2:
{
  "formula": "C6H9N2",
  "method": "ωB97M-V/def2-TZVPD",
  "symbols": ["C", "C", "C", "C", "C", "C", "N", "N", "H", "H", "H", "H", "H", "H", "H", "H", "H"],
  "positions_angstrom": [[-1.995, 1.113, 0.082], [-2.817, -0.017, -0.035], [-0.655, 0.614, 0.104], [-0.734, -0.766, -0.012], [0.773, 1.124, 0.128], [1.241, -1.334, 0.147], [-2.104, -1.143, -0.050], [1.658, 0.044, -0.202], [-2.247, 2.196, -0.156], [-3.907, -0.145, -0.214], [0.936, 1.927, -0.625], [1.005, 1.522, 1.091], [1.445, -1.487, 1.214], [1.691, -1.962, -0.605], [-2.450, -2.095, 0.117], [1.733, 0.188, -1.207], [2.592, 0.072, 0.107]],
  "nbo_charge": [-0.230, 0.169, -0.161, 0.218, -0.252, -0.386, -0.573, -0.513, 0.267, 0.245, 0.237, 0.246, 0.205, 0.209, 0.451, 0.425, 0.445],
  "charge": 1,
  "e_lumo_ev": [-2.892, -6.324],
  "s2": 2.0135,
  "multiplicity": 3
}


Entry 3:
{
  "formula": "C10H11N",
  "method": "ωB97M-V/def2-TZVPD",
  "symbols": ["C", "C", "C", "C", "C", "C", "C", "C", "C", "C", "N", "H", "H", "H", "H", "H", "H", "H", "H", "H", "H", "H"],
  "positions_angstrom": [[2.029, 1.882, -0.027], [2.513, 0.549, -0.042], [0.693, 2.017, 0.106], [1.634, -0.530, -0.027], [0.238, -0.250, 0.033], [-0.680, -1.256, 0.173], [-2.121, -1.090, 0.049], [-3.014, -0.066, 0.030], [2.147, -1.893, -0.103], [-3.924, 0.876, -0.154], [-0.286, 0.997, 0.029], [2.579, 2.719, 0.097], [3.611, 0.443, -0.159], [0.210, 3.000, 0.293], [-0.346, -2.341, 0.217], [-2.644, -2.134, -0.160], [2.140, -2.148, 0.928], [1.586, -2.747, -0.553], [3.171, -1.830, -0.341], [-3.950, 1.211, -1.197], [-4.323, 1.522, 0.634], [-1.262, 1.069, 0.174]],
  "nbo_charge": [-0.327, -0.175, 0.062, -0.011, 0.176, -0.388, -0.297, -0.012, -0.642, -0.496, -0.537, 0.222, 0.211, 0.201, 0.214, 0.242, 0.227, 0.235, 0.222, 0.213, 0.219, 0.439],
  "e_lumo_ev": [0.643, 0.643]
}


Entry 4:
{
  "formula": "C11H17N2",
  "method": "ωB97M-V/def2-TZVPD",
  "symbols": ["C", "C", "C", "C", "C", "C", "C", "C", "C", "C", "C", "N", "N", "H", "H", "H", "H", "H", "H", "H", "H", "H", "H", "H", "H", "H", "H", "H", "H", "H"],
  "positions_angstrom": [[-1.104, -1.764, -0.608], [-0.338, 0.408, -1.746], [-1.409, -0.619, -1.453], [-0.654, 0.408, 0.721], [0.966, 0.537, 0.438], [-2.965, -0.802, 0.694], [3.091, -0.374, 0.690], [-0.044, 1.199, -0.455], [-1.715, -0.485, 0.078], [4.175, -1.288, 0.273], [-0.251, 2.628, -0.651], [2.046, -0.249, -0.051], [-3.263, -0.508, 1.926], [-1.861, -2.572, -0.730], [-0.047, -1.979, -0.233], [0.661, 0.077, -2.120], [-0.795, 1.201, -2.394], [-2.171, -0.664, -2.214], [-0.813, 1.163, 1.631], [1.314, 1.310, 1.234], [-3.570, -1.418, -0.002], [3.237, 0.100, 1.720], [5.009, -0.733, -0.044], [3.825, -1.763, -0.658], [4.371, -1.943, 1.106], [-1.069, 2.909, -1.371], [0.670, 2.995, -1.000], [-0.423, 3.030, 0.392], [-2.675, -0.024, 2.584], [-4.196, -0.779, 2.243]],
  "nbo_charge": [-0.332, -0.430, -0.161, -0.271, -0.008, 0.290, 0.204, -0.051, -0.168, -0.675, -0.608, -0.487, -0.660, 0.231, 0.283, 0.268, 0.231, 0.250, 0.245, 0.190, 0.243, 0.162, 0.242, 0.236, 0.237, 0.224, 0.231, 0.210, 0.442, 0.432],
  "charge": 1,
  "e_lumo_ev": -3.933
}


For the records above, the corresponding electronic energy values read -317355.31673; -9335.15669; -12034.75798; -14652.78289 eV.